Here is a 2-piece molecular cluster, C2H10N3O overall from OMol25. Energies are from ωB97M-V/def2-TZVPD.

HOMO energy (alpha / beta), hartree: -0.1337 / -0.3204
Largest force on an atom, eV/A: 0.71

```
! RIJCOSX wB97M-V def2-TZVPD def2/J DEFGRID3
* xyz 0 2
O 2.644 1.868 0.483
N -1.503 -0.403 0.259
N 0.335 0.443 -1.104
N -1.041 -1.367 -1.906
C -0.894 -0.114 1.537
C -0.747 -0.427 -0.921
H 1.007 0.089 -1.781
H -0.276 -1.731 -2.468
H -1.670 0.034 2.280
H -0.350 0.830 1.486
H 3.593 1.759 0.637
H 0.758 0.803 -0.256
H -1.723 -2.073 -1.696
H -2.242 -1.091 0.259
H 2.321 2.276 1.298
H -0.210 -0.897 1.893
*
```

Here is C18H22AsN4ORuS6 as an isolated structure from OMol25. Energies are from ωB97M-V/def2-TZVPD.

HOMO energy (alpha / beta), hartree: -0.0083 / -0.0557
Largest force on an atom, eV/A: 2.88

```
! RIJCOSX wB97M-V def2-TZVPD def2/J DEFGRID3
* xyz -2 6
Ru -2.524 -13.876 -7.449
As -0.345 -11.204 -9.477
S 1.240 -10.279 -6.264
S -4.817 -13.735 -7.339
S -6.568 -15.383 -5.416
S -2.383 -12.006 -8.700
S 0.481 -12.584 -10.826
S 1.299 -11.679 -7.656
O -0.675 -14.496 -7.844
N -4.022 -11.444 -2.925
N -2.823 -15.571 -6.351
N -1.521 -12.818 -5.399
N -3.997 -15.812 -5.848
C -4.658 -18.065 -8.442
C -7.412 -15.986 -6.917
C -2.242 -11.851 -4.581
C 1.430 -15.263 -7.393
C 0.523 -17.015 -5.546
C 1.904 -16.997 -5.815
C -6.999 -18.492 -7.098
C -5.027 -15.055 -6.167
C -3.162 -12.455 -3.575
C 0.081 -15.279 -7.117
C -1.818 -16.485 -5.985
C 2.356 -16.104 -6.780
C -0.445 -16.272 -6.226
C -5.028 -19.359 -8.045
C -6.697 -17.169 -7.468
C -6.190 -19.584 -7.363
C -2.278 -17.716 -5.279
C -5.494 -16.974 -8.168
H 1.709 -14.508 -8.122
H -7.858 -18.716 -6.455
H -7.435 -15.214 -7.679
H -2.462 -17.566 -4.209
H -1.569 -18.554 -5.377
H -0.751 -12.399 -5.970
H -4.563 -11.139 -3.691
H -3.199 -18.059 -5.661
H 0.242 -17.802 -4.807
H -2.659 -13.094 -2.822
H -1.209 -13.606 -4.856
H 2.663 -17.551 -5.275
H -8.449 -16.259 -6.652
H -6.347 -20.575 -6.879
H -1.573 -11.174 -3.956
H -3.628 -17.836 -8.803
H -4.252 -20.118 -8.123
H 3.451 -16.067 -6.952
H -3.861 -13.124 -4.139
H -3.314 -10.774 -2.571
H -5.108 -15.984 -8.413
H -2.836 -11.319 -5.313
*
```

Here is C25H32AuBr2N3OPSSi as an isolated structure from OMol25. Energies are from ωB97M-V/def2-TZVPD.

HOMO energy (alpha / beta), hartree: -0.3374 / -0.3710
Largest force on an atom, eV/A: 0.60

```
! RIJCOSX wB97M-V def2-TZVPD def2/J DEFGRID3
* xyz 1 3
Au 0.742 0.381 -0.729
Br 0.285 0.219 4.727
Br -2.522 -4.528 3.914
S 3.459 0.557 -0.320
P 0.863 0.699 -3.102
Si -0.536 2.395 -0.141
O 0.777 -0.103 1.755
N 3.685 -1.816 1.024
N -0.035 -2.026 -0.012
N 3.542 -0.116 2.324
C -1.483 -3.161 3.198
C -0.754 1.128 -3.823
C -5.055 1.159 0.228
C -4.091 0.177 0.058
C -0.289 -1.122 3.578
C 1.939 2.141 -3.356
C -4.676 2.495 0.263
C 3.619 -1.244 3.130
C -2.754 0.533 -0.077
C 3.708 -2.312 2.318
C 0.094 -1.029 2.176
C 0.017 3.017 1.524
C -1.155 -4.094 -0.404
C -0.409 -2.987 -0.844
C 1.547 -0.451 -4.340
C -0.033 -2.839 -2.286
C -1.141 -3.171 1.799
C -2.343 1.869 -0.040
C -0.419 3.841 -1.319
C -1.062 -2.156 4.056
C 3.568 -0.468 1.023
C 3.349 1.254 2.780
C -3.338 2.841 0.131
C -0.381 -2.118 1.280
C -1.528 -4.184 0.908
H -0.561 3.580 -2.367
H 1.008 -2.529 -2.373
H -1.433 -4.864 -1.111
H 1.012 3.463 1.457
H 3.718 -2.347 0.170
H 2.973 1.829 -3.194
H -4.381 -0.866 0.022
H 2.554 -0.750 -4.050
H 3.607 -1.180 4.204
H -1.250 0.214 -4.152
H 3.814 -3.358 2.541
H -1.341 -2.186 5.099
H -1.197 4.565 -1.059
H -0.186 -3.765 -2.836
H -0.650 -2.061 -2.741
H 4.112 1.895 2.346
H 1.591 0.060 -5.304
H -3.071 3.892 0.170
H 0.034 2.226 2.275
H 0.928 -1.341 -4.439
H 3.424 1.268 3.864
H 0.543 4.350 -1.215
H -6.098 0.888 0.330
H -2.011 -0.245 -0.234
H -0.634 1.785 -4.686
H -5.424 3.267 0.392
H -2.110 -5.024 1.262
H -0.683 3.791 1.855
H 2.366 1.604 2.470
H -1.390 1.607 -3.082
H 1.708 2.926 -2.643
H 1.837 2.521 -4.373
*
```

Here is C33H45N9O6PPtSSi2 as an isolated structure from OMol25. Energies are from ωB97M-V/def2-TZVPD.

HOMO energy (alpha / beta), hartree: -0.2929 / -0.4112
Largest force on an atom, eV/A: 0.43

```
! RIJCOSX wB97M-V def2-TZVPD def2/J DEFGRID3
* xyz 1 5
Pt 0.358 -0.725 -0.570
S -3.712 4.553 6.221
P 1.716 1.235 -0.608
Si 0.022 -2.849 -1.878
Si -0.523 0.130 -2.686
O 1.024 2.555 -1.105
O 2.928 1.063 -1.613
O 2.314 1.726 0.783
O -2.511 3.779 6.306
O -4.805 4.205 7.078
O -3.612 5.899 5.726
N -0.349 -2.138 1.286
N -5.798 4.176 4.172
N 4.426 -3.008 0.546
N 3.834 -1.705 -1.215
N -3.711 3.151 3.721
N 4.956 -4.301 2.355
N 2.218 -2.132 0.391
N -1.257 0.436 0.315
N 2.807 -3.524 2.208
C -1.723 -1.188 -3.291
C -0.255 -4.345 -0.788
C 4.050 -3.593 1.680
C -3.521 1.183 0.567
C 3.487 -2.293 -0.066
C 2.816 0.895 1.856
C -2.551 0.512 -0.112
C -6.269 3.654 3.008
C 1.955 -2.797 1.524
C -2.808 -0.894 -4.118
C 3.836 2.167 -1.915
C -5.495 2.880 2.179
C -2.017 -2.683 2.898
C 4.310 0.711 1.735
C -1.617 -2.129 1.695
C -1.488 -2.518 -2.918
C 0.567 -2.727 2.056
C -2.340 -3.529 -3.362
C -3.409 -3.224 -4.190
C -0.975 0.991 1.537
C -3.219 1.849 1.791
C 0.256 -3.294 3.284
C -1.886 1.679 2.269
C 0.417 3.612 -0.294
C -1.463 1.758 -2.661
C -4.151 2.614 2.535
C 0.532 4.901 -1.061
C -4.577 3.822 4.354
C -3.640 -1.907 -4.570
C 0.893 0.339 -3.908
C 1.524 -3.214 -2.939
C 5.064 1.586 -2.567
C -1.060 -3.262 3.715
H -1.181 -4.291 -0.218
H -2.539 1.595 -2.718
H 4.675 0.116 2.573
H 4.795 1.024 -3.462
H -0.330 -5.202 -1.467
H 4.789 -1.798 -1.516
H -3.059 -2.647 3.183
H 3.306 2.853 -2.575
H -3.014 0.127 -4.414
H 5.735 2.392 -2.865
H -1.158 2.310 -3.554
H -1.272 2.388 -1.799
H 1.830 -2.396 -3.584
H 1.039 -3.749 3.870
H 0.028 0.836 1.915
H 3.231 -1.041 -1.671
H 5.601 0.933 -1.880
H 4.574 0.197 0.810
H -2.336 -1.657 1.040
H 2.286 -0.057 1.840
H 4.075 2.682 -0.984
H 2.383 -3.556 -2.365
H 1.208 -4.036 -3.593
H -7.298 3.885 2.764
H 1.609 -0.478 -3.909
H -5.921 2.494 1.265
H 0.931 3.648 0.663
H -0.620 3.325 -0.120
H -1.333 -3.691 4.670
H 1.576 5.176 -1.211
H 5.882 -4.412 1.982
H 4.817 1.676 1.760
H 0.042 4.823 -2.031
H 4.683 -4.781 3.194
H 1.434 1.273 -3.752
H 0.572 -4.551 -0.110
H 0.432 0.380 -4.900
H -2.180 -4.560 -3.066
H -2.784 -0.024 -1.024
H -4.068 -4.009 -4.537
H 2.550 1.424 2.769
H -1.604 2.093 3.227
H 0.048 5.698 -0.496
H -4.477 -1.672 -5.215
H -4.522 1.178 0.159
*
```

Here is a 4-piece molecular cluster, CH12NO3 overall from OMol25. Energies are from ωB97M-V/def2-TZVPD.

HOMO energy, hartree: -0.5377
Largest force on an atom, eV/A: 1.03

```
! RIJCOSX wB97M-V def2-TZVPD def2/J DEFGRID3
* xyz 1 1
O -2.488 2.108 -3.127
O -0.671 -0.345 -1.507
O 1.295 -2.663 1.707
N 0.106 -0.175 1.095
C 1.301 0.712 1.279
H 1.576 0.729 2.330
H -0.660 0.070 1.716
H -0.185 -0.322 -2.347
H -1.503 0.116 -1.702
H -2.729 2.372 -4.021
H 0.415 -1.139 1.327
H -0.193 -0.286 0.093
H 2.097 0.246 0.727
H -2.689 2.870 -2.576
H 1.090 1.687 0.861
H 2.099 -3.152 1.501
H 1.135 -2.829 2.645
*
```

Here is an isolated ion of composition C5H9BrN3 and charge +1 from OMol25. Energies are from ωB97M-V/def2-TZVPD.

SMILES: NC1=CC=C[NH2+][C@@]1(N)Br
HOMO energy, hartree: -0.4533
Largest force on an atom, eV/A: 3.24

```
! RIJCOSX wB97M-V def2-TZVPD def2/J DEFGRID3
* xyz 1 1
Br -2.955 0.040 -0.158
N -0.330 1.387 -0.582
N -0.460 0.671 1.644
N -0.850 -2.258 -0.019
C 1.214 -1.119 -0.594
C 1.165 1.388 -0.466
C -0.064 -1.170 -0.175
C 1.852 0.232 -0.509
C -0.867 0.340 0.362
H -1.909 -2.202 0.171
H 2.991 0.194 -0.316
H -0.600 1.636 2.040
H 1.376 2.469 -0.366
H -0.509 1.073 -1.530
H -0.732 -0.019 2.310
H 1.783 -1.970 -0.950
H -0.484 -3.047 -0.467
H -0.620 2.356 -0.396
*
```

Here is a 6-piece molecular cluster, C5H20BF4N10O5 overall from OMol25. Energies are from ωB97M-V/def2-TZVPD.

HOMO energy, hartree: -0.2723
Largest force on an atom, eV/A: 2.35

```
! RIJCOSX wB97M-V def2-TZVPD def2/J DEFGRID3
* xyz -1 1
F 0.803 6.216 28.956
F -1.439 6.468 29.226
F -0.161 6.561 30.981
F -0.374 4.465 29.900
O -0.622 5.800 24.057
O 5.326 7.175 28.723
O 2.612 1.099 28.587
O -0.455 11.238 29.957
O -4.090 6.072 33.800
N 3.356 6.899 29.901
N 1.869 3.262 28.607
N -1.871 9.476 30.030
N 0.548 1.532 29.397
N -2.187 6.970 32.988
N 0.276 9.176 29.306
N 3.724 5.714 28.041
N -0.236 6.565 26.191
N -3.113 5.256 31.853
N -1.059 4.467 25.827
C -0.679 10.041 29.726
C 4.213 6.676 28.882
C -3.195 6.049 32.953
C 1.741 1.926 28.876
C -0.629 5.642 25.282
B -0.298 5.844 29.759
H -3.798 4.527 31.775
H 2.765 5.479 28.197
H -2.591 10.014 30.471
H -2.153 7.754 33.604
H -0.808 4.199 26.763
H -2.232 5.216 31.367
H -1.393 3.719 25.251
H 0.045 8.222 29.092
H 4.273 5.381 27.273
H -0.066 7.444 25.731
H 1.175 9.507 29.014
H 1.184 3.904 29.000
H 0.477 0.530 29.398
H -1.978 8.477 30.092
H 3.396 7.747 30.441
H 2.442 6.479 29.930
H -0.291 6.405 27.179
H 2.843 3.519 28.564
H -1.365 6.706 32.467
H -0.144 2.231 29.588
*
```

Here is a 2-piece molecular cluster, C6H8N6 overall from OMol25. Energies are from ωB97M-V/def2-TZVPD.

HOMO energy, hartree: -0.3150
Largest force on an atom, eV/A: 2.41

```
! RIJCOSX wB97M-V def2-TZVPD def2/J DEFGRID3
* xyz 0 1
N 0.990 1.981 -0.159
N -1.035 -1.452 1.364
N -1.548 1.192 -0.969
N 1.026 -2.000 -0.596
N -0.843 0.530 -0.013
N 3.319 0.619 0.102
C -2.643 0.502 -1.148
C 2.973 -0.620 0.135
C -2.680 -0.644 -0.331
C 1.830 -1.193 -0.351
C 0.375 1.024 0.389
C -1.507 -0.611 0.384
H -1.559 -2.317 1.398
H 2.691 1.393 -0.200
H 0.781 0.556 1.280
H 4.204 0.887 0.519
H -3.445 -1.392 -0.286
H 0.490 2.364 -0.961
H -3.377 0.830 -1.857
H -0.043 -1.649 1.301
*
```

Taking the records one at a time from the top gives total energy values of -321.62116 -5713.20441 -7523.95709 -3666.45048 -325.54914 -2933.87721 -1551.17330 -561.87084 hartree.